The following is a DFT calculation (ωB97M-V with the def2-TZVPD basis set) of an isolated molecule of C18H22FN5O.

Each line ends with the natural charge from an NBO analysis.
Element x y z (Å)
C (4.2991, 3.6162, -0.0504)  -0.247
O (4.1386, 2.5660, 0.8805)  -0.484
C (3.4519, 1.4509, 0.5382)  0.222
C (3.3310, 0.4884, 1.5465)  -0.230
C (2.6640, -0.6972, 1.3440)  -0.192
C (2.0739, -0.9831, 0.1110)  -0.099
C (1.3703, -2.2361, -0.1039)  0.170
N (1.8052, -3.4068, 0.4331)  -0.335
N (1.0254, -4.4349, 0.1227)  -0.253
C (0.0533, -3.9334, -0.6122)  -0.064
C (0.2076, -2.5477, -0.7988)  -0.160
C (-0.7450, -1.6400, -1.5176)  -0.237
N (-2.1266, -1.7194, -1.0772)  -0.618
C (-2.4552, -1.0443, 0.1669)  -0.063
C (-1.9871, -1.7734, 1.4307)  -0.627
C (-3.9789, -0.8353, 0.1900)  -0.405
C (-4.3951, 0.3756, 1.0310)  -0.208
N (-3.9181, 1.6031, 0.4580)  -0.164
C (-4.4701, 2.3055, -0.5504)  -0.049
C (-3.6295, 3.3627, -0.8107)  -0.344
C (-2.5789, 3.2029, 0.1014)  -0.061
N (-2.7676, 2.1365, 0.8551)  -0.276
C (2.1892, -0.0406, -0.9040)  -0.259
C (2.8621, 1.1468, -0.6894)  0.375
F (2.9332, 2.0015, -1.7433)  -0.337
H (3.3366, 4.0232, -0.3697)  0.183
H (4.8587, 4.3855, 0.4795)  0.195
H (4.8664, 3.2954, -0.9277)  0.183
H (3.7823, 0.7146, 2.4993)  0.230
H (2.5797, -1.4018, 2.1579)  0.213
H (2.6447, -3.5526, 0.9708)  0.408
H (-0.7213, -4.5721, -0.9888)  0.203
H (-0.4272, -0.6008, -1.4068)  0.207
H (-0.7392, -1.8905, -2.5864)  0.205
H (-2.4276, -2.6881, -1.0402)  0.347
H (-1.9719, -0.0612, 0.1305)  0.211
H (-2.3849, -2.7875, 1.4529)  0.199
H (-2.3238, -1.2466, 2.3193)  0.206
H (-0.9024, -1.8268, 1.4616)  0.218
H (-4.3140, -0.6865, -0.8382)  0.222
H (-4.4704, -1.7268, 0.5829)  0.202
H (-5.4858, 0.4210, 1.1022)  0.208
H (-3.9739, 0.3038, 2.0357)  0.222
H (-5.4016, 2.0174, -0.9948)  0.216
H (-3.7521, 4.1345, -1.5423)  0.227
H (-1.7095, 3.8151, 0.2375)  0.207
H (1.7807, -0.2259, -1.8845)  0.233

Atomic forces in eV per Å
0.1 0.4 -0.3
-0.1 -0.3 0.1
-0.1 -0.2 0.1
0.1 0.2 -0.2
-0.1 0.0 -0.1
0.2 0.4 0.1
-0.5 -0.4 -0.3
0.0 0.4 -0.1
0.0 -0.8 0.2
0.3 0.3 0.1
0.5 0.3 0.2
0.0 -0.1 -0.1
-0.1 -0.1 -0.2
-0.3 -0.1 0.1
0.0 0.3 -0.2
0.2 0.3 0.1
-0.1 -0.7 0.1
-0.2 0.4 -0.3
0.0 0.2 -0.1
-0.1 -0.1 -0.1
-0.2 0.0 -0.1
0.6 -0.1 0.6
0.1 0.0 0.2
0.0 0.1 -0.1
0.0 -0.1 0.2
0.1 0.0 0.0
0.0 0.0 -0.1
-0.1 0.0 0.1
0.1 0.0 0.1
0.0 -0.1 0.1
-0.1 0.0 -0.1
-0.2 -0.2 -0.1
0.0 0.0 -0.1
0.1 0.2 0.1
0.0 0.0 0.0
-0.1 -0.1 0.0
0.0 -0.1 0.0
0.0 0.0 0.2
0.1 -0.1 0.1
0.0 0.0 0.0
-0.1 -0.1 0.0
0.1 0.1 0.1
-0.1 0.1 -0.1
-0.2 -0.1 -0.1
-0.1 0.1 -0.1
0.2 0.1 0.1
0.0 0.0 -0.1

Properties
SMILES: COc1ccc(-c2[nH]ncc2CN[C@H](C)CCn2cccn2)cc1F
Electronic energy (a.u.): -1147.948297
HOMO-LUMO gap (hartree): 0.3294
F_max (eV Å⁻¹): 0.9
E_LUMO (eV): 0.76
E_HOMO (eV): -8.21
Energy above the lowest of the compared OMol25 structures with the same formula, charge and spin (kJ/mol): 51.9



The following is a DFT calculation (ωB97M-V with the def2-TZVPD basis set) of a structure of composition C35H35F3N2O6PtSTe.

Each line ends with the Löwdin charge.
Element x y z (Å)
Pt (0.4864, 0.5939, 2.0746)  1.196
O (2.7910, -2.2368, 4.4909)  0.183
C (1.7320, -1.5177, 4.1762)  -0.427
O (1.5181, -1.1547, 3.0327)  0.003
C (0.8433, -1.2483, 5.3682)  -0.117
O (-0.3162, -0.5549, 5.0420)  -0.132
C (-1.3978, -1.3791, 4.5990)  -0.076
C (-1.4589, -1.5908, 3.0814)  -0.650
O (-1.6389, -2.7220, 2.6542)  0.028
O (-1.4097, -0.5311, 2.3380)  -0.247
H (3.3465, -2.3553, 3.7037)  0.148
H (1.4263, -0.6567, 6.0806)  0.147
H (0.6493, -2.2118, 5.8541)  0.154
H (-2.3128, -0.8717, 4.9065)  0.142
H (-1.3534, -2.3551, 5.0854)  0.132
F (-0.2624, 5.6818, 1.3583)  0.148
C (-1.0060, 5.4261, 2.4458)  -0.599
F (-2.2258, 5.0630, 2.0150)  0.146
F (-1.1372, 6.5666, 3.1304)  0.157
C (-0.3857, 4.3437, 3.2886)  -0.095
C (-0.0403, 4.5479, 4.6079)  0.037
C (0.5302, 3.5142, 5.3511)  -0.014
C (0.7270, 2.2917, 4.7505)  -0.074
N (0.3889, 2.0935, 3.4748)  -0.123
C (-0.1512, 3.0854, 2.7371)  -0.580
S (-0.4441, 2.4563, 1.1383)  0.857
H (-0.2120, 5.5157, 5.0586)  0.134
H (0.8117, 3.6590, 6.3826)  0.117
H (1.1605, 1.4585, 5.2783)  0.108
C (-0.5120, -2.7391, -6.7272)  -0.035
C (-0.4975, -2.5419, -5.2392)  -0.246
C (-1.6562, -2.2449, -4.5386)  0.000
C (-1.6619, -2.0360, -3.1630)  -0.290
C (-3.0038, -1.8401, -2.5083)  -0.056
C (-0.4394, -2.0921, -2.4847)  -0.326
Te (-0.5978, -1.5500, -0.4065)  1.952
N (0.9591, -0.4636, 0.3321)  -0.348
C (2.2715, -0.1791, 0.3616)  -0.588
O (2.6051, 0.7388, 1.1493)  -0.039
C (3.3766, -0.8287, -0.3890)  -0.196
C (4.0179, -0.1193, -1.3976)  -0.029
C (5.1226, -0.6717, -2.0281)  -0.063
C (5.6063, -1.9094, -1.6268)  -0.066
C (4.9899, -2.5957, -0.5882)  -0.065
C (3.8740, -2.0570, 0.0292)  -0.054
C (-1.6348, 0.2305, -0.8801)  -0.378
C (-2.8772, 0.4578, -0.2813)  -0.323
C (-3.6470, -0.5601, 0.5084)  -0.063
C (-3.4844, 1.6946, -0.4909)  -0.010
C (-2.9061, 2.6762, -1.2733)  -0.267
C (-3.5679, 4.0080, -1.4728)  -0.028
C (-1.6877, 2.3972, -1.8876)  -0.039
C (-1.0311, 1.1877, -1.7232)  -0.313
C (0.2525, 0.9966, -2.4859)  -0.033
C (0.7173, -2.5065, -3.1384)  -0.291
C (1.9852, -2.7980, -2.4105)  -0.042
C (0.6742, -2.7049, -4.5117)  0.002
H (-1.5188, -2.6486, -7.1301)  0.079
H (-0.1249, -3.7235, -6.9919)  0.089
H (0.1187, -1.9975, -7.2192)  0.089
H (-2.6009, -2.1974, -5.0688)  0.128
H (-3.7199, -2.5203, -2.9688)  0.100
H (-3.3711, -0.8206, -2.6314)  0.101
H (-3.0157, -2.0712, -1.4413)  0.036
H (3.6525, 0.8598, -1.6806)  0.126
H (5.6160, -0.1290, -2.8230)  0.112
H (6.4729, -2.3340, -2.1154)  0.110
H (5.3765, -3.5522, -0.2630)  0.111
H (3.3885, -2.5922, 0.8417)  0.118
H (-3.0236, -1.3315, 0.9528)  0.028
H (-4.3978, -1.0320, -0.1300)  0.093
H (-4.1763, -0.0721, 1.3254)  0.099
H (-4.4394, 1.8856, -0.0158)  0.130
H (-4.4579, 4.1053, -0.8542)  0.082
H (-3.8618, 4.1389, -2.5154)  0.090
H (-2.8849, 4.8203, -1.2217)  0.086
H (-1.2276, 3.1525, -2.5146)  0.131
H (0.6707, 1.9679, -2.7459)  0.092
H (0.0704, 0.4521, -3.4138)  0.092
H (1.0112, 0.4507, -1.9302)  0.044
H (1.8284, -2.8121, -1.3347)  0.042
H (2.7608, -2.0635, -2.6318)  0.082
H (2.3665, -3.7799, -2.6919)  0.105
H (1.5812, -3.0159, -5.0186)  0.133

Atomic forces in eV per Å
0.3 0.0 -0.2
0.0 0.0 0.0
-0.1 -0.1 0.0
0.2 0.1 0.0
0.0 0.0 0.0
0.0 0.0 0.0
0.0 -0.1 0.0
0.0 0.0 0.0
0.0 0.0 0.0
0.1 0.0 0.1
0.0 0.0 0.0
0.0 0.0 0.0
0.0 0.0 0.0
0.0 0.0 0.0
0.0 0.0 0.0
0.0 0.0 0.0
0.0 0.0 0.0
0.0 0.0 0.0
0.0 0.0 0.0
0.0 0.0 0.0
0.1 -0.1 0.1
0.0 0.1 0.0
0.0 0.0 -0.1
-0.4 0.2 0.0
0.0 -0.2 0.0
0.1 0.3 0.2
0.0 0.0 0.0
0.0 0.0 0.0
0.0 0.0 0.0
0.0 0.0 0.0
0.0 0.0 0.0
0.0 0.0 0.0
0.0 0.0 -0.1
-0.1 0.0 0.0
-0.1 0.1 0.0
0.2 0.3 -0.1
-0.4 -0.2 0.4
0.1 0.0 -0.3
0.1 -0.1 0.0
0.0 0.1 0.0
0.0 0.0 0.0
0.0 0.0 0.0
0.0 0.0 0.0
0.0 0.0 -0.1
-0.1 0.0 0.1
0.1 0.2 0.1
0.0 0.1 0.0
-0.1 0.0 0.0
0.0 -0.1 0.0
0.0 0.0 -0.1
0.0 0.0 0.0
-0.1 0.0 -0.1
-0.1 -0.1 0.1
0.1 0.0 0.0
0.0 0.0 0.0
0.1 0.0 0.0
0.0 0.0 0.0
0.0 0.0 0.0
0.0 0.0 0.0
0.0 0.0 0.0
0.0 0.0 0.0
0.0 0.0 0.0
0.0 0.0 0.0
0.0 0.0 -0.1
0.0 0.0 0.0
0.0 0.0 0.0
0.0 0.0 0.0
0.0 0.0 0.0
0.0 0.1 -0.1
0.0 -0.1 0.0
0.0 0.0 0.0
0.0 0.0 0.0
0.0 0.0 0.0
0.0 0.0 0.0
0.0 0.0 0.0
0.0 0.0 0.0
0.0 0.0 0.0
0.0 0.0 0.0
0.0 0.0 0.0
0.0 0.0 0.0
0.0 0.0 0.1
0.0 -0.1 0.0
0.0 0.0 0.0
0.0 0.0 0.0

Properties
Electronic energy (a.u.): -3000.570323
HOMO-LUMO gap (alpha / beta) (hartree): 0.2678 / 0.2827
F_max (eV Å⁻¹): 0.6
Spin multiplicity: 2
E_LUMO (alpha / beta) (eV): -3.28 / -3.24
E_HOMO (alpha / beta) (eV): -10.57 / -10.93
Energy above the lowest of the compared OMol25 structures with the same formula, charge and spin (kJ/mol): 61.8
Net charge: +1



The following is a DFT calculation (ωB97M-V with the def2-TZVPD basis set) of a cluster of 4 separate species, C12H17Br6NO2 in total in a non-equilibrium geometry.

Each line ends with the natural charge from an NBO analysis.
Element x y z (Å)
O (-3.5381, 2.4128, 1.2041)  -0.371
N (-2.4900, 2.9919, 1.1103)  0.539
O (-2.3568, 4.1300, 0.7458)  -0.374
C (-1.2852, 2.2743, 1.5608)  0.020
C (-0.1190, 2.9821, 1.7654)  -0.194
C (0.9798, 2.3472, 2.3277)  -0.211
C (0.8650, 1.0104, 2.7036)  -0.184
C (-0.3043, 0.3098, 2.4720)  -0.214
C (-1.3732, 0.9150, 1.8224)  -0.181
H (-0.1632, 4.0394, 1.5345)  0.252
H (1.9200, 2.8642, 2.4566)  0.221
H (1.6820, 0.6236, 3.3012)  0.223
H (-0.4085, -0.7110, 2.8163)  0.223
H (-2.2687, 0.3300, 1.6754)  0.250
Br (-0.0806, -1.4878, -2.1517)  -0.016
C (0.9823, -2.8520, -1.2445)  -0.437
C (0.3406, -3.1845, 0.0818)  -0.451
Br (1.3486, -4.5336, 1.0427)  -0.003
H (2.0007, -2.4781, -1.2041)  0.230
H (1.0018, -3.7383, -1.8751)  0.225
H (-0.6472, -3.5928, -0.1057)  0.227
H (0.2616, -2.3163, 0.7287)  0.225
Br (4.1423, -0.7823, -0.0622)  -0.017
C (5.1591, 0.8654, -0.2258)  -0.446
C (4.2982, 2.0891, 0.0496)  -0.421
Br (5.4928, 3.6671, 0.1944)  -0.023
H (5.5931, 0.8646, -1.2182)  0.230
H (5.9498, 0.7861, 0.5139)  0.227
H (3.6994, 1.9978, 0.9451)  0.224
H (3.6952, 2.2870, -0.8304)  0.227
Br (-3.3891, -3.0913, -1.0977)  -0.033
C (-4.6878, -2.1800, -2.2626)  -0.428
C (-3.9508, -1.2896, -3.2335)  -0.453
Br (-5.1366, -0.8076, -4.7168)  -0.005
H (-5.3692, -1.6310, -1.6203)  0.229
H (-5.2564, -2.9356, -2.7954)  0.229
H (-3.0608, -1.7836, -3.6247)  0.232
H (-3.5269, -0.3925, -2.7834)  0.229

Atomic forces in eV per Å
-0.9 -0.6 -0.1
0.7 -0.2 0.4
0.1 0.9 -0.4
0.1 -0.8 -0.1
-0.1 0.5 0.0
-0.4 -0.3 -0.4
0.3 0.7 0.5
0.0 -0.2 -0.2
0.1 -0.1 0.7
0.3 -0.1 0.0
-0.1 0.2 0.2
-0.1 -0.5 -0.3
0.1 0.0 -0.1
-0.2 0.3 -0.2
0.2 -0.1 0.1
0.2 -0.4 -0.2
-0.1 0.3 -0.2
0.1 0.0 -0.1
-0.1 0.2 0.3
-0.2 0.1 -0.1
0.0 0.0 0.2
0.0 0.0 0.0
-0.2 0.0 0.0
0.2 0.2 0.6
0.6 -0.1 -0.9
-0.4 -0.5 0.1
0.0 0.1 -0.1
0.0 -0.1 0.0
0.1 0.1 0.1
-0.3 0.1 0.2
-0.5 0.2 -0.1
0.0 0.1 0.0
0.7 0.0 0.0
0.3 0.0 0.4
0.1 0.0 0.1
0.2 -0.2 0.1
-0.4 -0.3 -0.4
-0.6 0.2 0.1

Properties
SMILES: O=[N+]([O-])c1ccccc1.BrCCBr.BrCCBr.BrCCBr
Electronic energy (a.u.): -16116.682040
HOMO-LUMO gap (hartree): 0.3575
F_max (eV Å⁻¹): 1.1
E_LUMO (eV): -0.47
E_HOMO (eV): -10.19
Energy above the lowest of the compared OMol25 structures with the same formula, charge and spin (kJ/mol): 0.0



The following is a DFT calculation (ωB97M-V with the def2-TZVPD basis set) of a cluster of 2 separate species, C2HN3O2 in total in a non-equilibrium geometry.

Each line ends with the natural charge from an NBO analysis.
Element x y z (Å)
C (-0.8753, -1.2730, -0.1596)  0.531
C (-0.1526, 1.7455, -0.2559)  0.674
N (-1.4335, -2.0998, -0.6848)  -0.287
N (-1.0562, 1.0856, 0.1546)  -0.397
N (1.1431, -0.6928, 0.2563)  -0.156
O (-0.1510, -0.5096, 0.5516)  -0.239
O (0.8810, 1.9724, -0.7687)  -0.435
H (1.6444, -0.2281, 0.9066)  0.308

Atomic forces in eV per Å
-0.2 -0.6 -0.1
1.8 -0.5 -1.7
-1.6 -1.6 -1.4
-3.7 1.9 0.9
-1.0 -2.6 -3.9
2.5 0.0 2.5
0.5 1.0 0.2
1.7 2.4 3.3

Properties
Electronic energy (a.u.): -391.286261
HOMO-LUMO gap (alpha / beta) (hartree): 0.3410 / 0.3050
F_max (eV Å⁻¹): 4.7
E_LUMO (alpha / beta) (eV): -1.97 / -2.90
E_HOMO (alpha / beta) (eV): -11.25 / -11.20
Energy above the lowest of the compared OMol25 structures with the same formula, charge and spin (kJ/mol): 825.8